The following is a quantum chemistry calculation of a molecular structure, C28H22Cl4MoN3O2SbSe4 at a distorted geometry, from the OMol25 dataset.

The HOMO energy (spin up / spin down) comes out at -8.10 / -8.10 eV. The orbital gap (spin up / spin down) comes out at 5.6 / 5.6 eV. The value obtained for the max |F| is 0.02557 hartree/bohr. The energy relative to the best compared isomer or geometry (same formula, charge and spin) comes out at 0.0 kcal per mole. The calculated total energy comes out at -13149.987625 Eh.

```
! RIJCOSX wB97M-V def2-TZVPD def2/J DEFGRID3
* xyz 0 1
Mo -0.58 -0.42 -0.15
C 2.44 0.20 -6.32
C 1.14 0.93 -6.49
C 0.87 1.65 -7.66
C -0.32 2.34 -7.83
C -1.28 2.31 -6.82
C -1.04 1.59 -5.66
C 0.16 0.92 -5.49
N 0.42 0.15 -4.33
C 0.12 0.44 -3.04
N -0.33 1.67 -2.74
C -0.15 2.30 -1.50
C 0.14 1.56 -0.34
C 0.60 2.31 0.76
C 0.62 3.69 0.75
C 0.14 4.38 -0.36
C -0.25 3.70 -1.50
C -0.81 4.43 -2.69
N 0.30 -0.45 -2.10
C 0.93 -1.69 -2.46
C 0.13 -2.79 -2.78
C 0.72 -4.01 -3.07
C 2.10 -4.13 -3.03
C 2.89 -3.03 -2.74
C 2.32 -1.79 -2.45
C 3.16 -0.58 -2.16
H 3.08 0.38 -7.18
H 2.29 -0.88 -6.24
H 2.96 0.53 -5.42
H 1.61 1.66 -8.44
H -0.50 2.89 -8.74
H -2.22 2.83 -6.95
H -1.83 1.52 -4.92
H 0.84 -0.76 -4.48
H -0.43 2.29 -3.53
H 0.93 1.78 1.64
H 0.97 4.23 1.62
H 0.04 5.46 -0.33
H -1.00 5.47 -2.42
H -1.77 3.99 -2.99
H -0.14 4.41 -3.55
H -0.94 -2.68 -2.79
H 0.10 -4.86 -3.30
H 2.57 -5.09 -3.24
H 3.97 -3.13 -2.71
H 4.20 -0.86 -1.98
H 2.79 -0.04 -1.29
H 3.15 0.12 -3.01
Se -5.38 -0.19 1.73
Sb -3.54 1.12 1.01
Se -2.60 -0.16 -1.27
Se -1.37 -0.03 2.03
Se -3.38 3.44 0.59
Cl 4.71 -4.41 1.48
C 3.13 -3.83 1.13
C 2.08 -4.74 0.93
Cl 2.37 -6.43 1.06
C 0.80 -4.29 0.62
Cl -0.50 -5.37 0.35
C 0.60 -2.92 0.49
O -0.51 -2.32 0.12
C 1.64 -2.00 0.70
O 1.27 -0.76 0.52
C 2.92 -2.46 1.03
Cl 4.19 -1.33 1.27
*
```


The following is a quantum chemistry calculation of 2 unconnected molecules or ions with the total composition C3H3Br2P at a distorted geometry, from the OMol25 dataset.

The HOMO energy (spin up / spin down) comes out at -8.31 / -8.74 eV. The orbital gap (spin up / spin down) comes out at 7.1 / 7.3 eV. The value obtained for the max |F| is 0.02451 hartree/bohr. The energy relative to the best compared isomer or geometry (same formula, charge and spin) comes out at 52.6 kcal per mole. The calculated total energy comes out at -5605.379103 Eh.

```
! RIJCOSX wB97M-V def2-TZVPD def2/J DEFGRID3
* xyz 0 1
C -0.05 -0.35 0.11
C 1.15 0.04 0.08
C 2.46 0.32 -0.03
P -2.68 0.04 0.99
Br -3.08 1.77 -0.32
Br -3.23 -1.59 -0.41
H -0.56 -1.16 -0.35
H 3.15 -0.08 0.70
H 2.84 1.01 -0.76
*
```


The following is a quantum chemistry calculation of C3H10N2S2 in the gas phase at a distorted geometry, from the OMol25 dataset.

The SMILES is NC[C@H](N)CSS. The HOMO energy comes out at -8.23 eV. The orbital gap comes out at 8.8 eV. The value obtained for the max |F| is 0.03467 hartree/bohr. The energy relative to the best compared isomer or geometry (same formula, charge and spin) comes out at 15.6 kcal per mole. The calculated total energy comes out at -1026.161150 Eh.

```
! RIJCOSX wB97M-V def2-TZVPD def2/J DEFGRID3
* xyz 0 1
N -0.19 1.57 -2.09
C 0.19 0.27 -1.47
C 0.27 0.28 0.03
N 1.61 0.59 0.61
C -0.09 -1.13 0.53
S 0.01 -1.29 2.32
S -1.90 -2.10 2.67
H -1.06 1.47 -2.60
H -0.44 2.23 -1.36
H -0.39 -0.54 -1.90
H 1.17 0.05 -1.91
H -0.49 0.97 0.41
H 2.15 0.77 -0.24
H 1.61 1.51 1.05
H -1.04 -1.48 0.13
H 0.64 -1.78 0.02
H -2.05 -1.39 3.80
*
```